Formula: C20H26AsN6OS7Tc
Source: OMol25
Level of theory: ωB97M-V with the def2-TZVPD basis set

The geometry in ORCA input format:
```
! RIJCOSX wB97M-V def2-TZVPD def2/J DEFGRID3
* xyz 2 1
Tc -0.7018 1.0409 -0.9554
C 3.6428 -0.3029 -0.3132
C 2.5770 0.2005 0.6082
N 2.4597 1.4715 0.7316
N 1.6568 1.9313 1.7533
C 0.7608 2.7685 1.4683
S 0.3947 3.1554 -0.3040
S -0.2526 3.6277 2.5794
C 0.1694 2.7481 4.1115
C -0.5287 1.4345 4.3316
C 0.1899 0.3804 4.8858
C -0.4548 -0.7885 5.2629
C -1.8234 -0.9190 5.0752
C -2.5407 0.1171 4.4914
C -1.8965 1.2882 4.1192
C 1.7476 -0.7952 1.3293
C 2.3472 -1.8403 2.0271
C 1.5931 -2.7979 2.6896
C 0.2073 -2.7299 2.6670
C -0.4218 -1.7018 1.9844
C 0.3479 -0.7574 1.3147
O -0.2876 0.2400 0.6236
H 4.0540 0.5200 -0.8925
H 3.2704 -1.0883 -0.9709
H 4.4535 -0.7356 0.2793
H -0.1350 3.4747 4.8691
H 1.2519 2.6504 4.1561
H 1.2542 0.4893 5.0609
H 0.1110 -1.5885 5.7224
H -2.3323 -1.8197 5.3929
H -3.6120 0.0296 4.3631
H -2.4701 2.1078 3.7032
H 3.4281 -1.8943 2.0641
H 2.0904 -3.5899 3.2324
H -0.3853 -3.4642 3.1946
H -1.4986 -1.5952 2.0090
S -4.5809 1.4383 -0.8799
As -3.8076 2.1704 -2.6137
S -1.7958 1.3193 -3.0112
S -1.6517 2.9489 -0.3174
S -4.4165 3.4473 -4.0206
C 1.6445 1.4744 -5.3557
N 0.8891 0.2733 -5.0392
C 0.4171 -0.6270 -6.1062
C -0.4031 -1.6814 -5.3379
N -0.1008 -1.3457 -3.9403
C 0.5730 -0.2144 -3.8615
S 1.0908 0.5207 -2.3454
H 2.5791 1.2018 -5.8452
H 1.8581 2.0253 -4.4449
H 1.0562 2.0983 -6.0270
H 1.2752 -1.0525 -6.6272
H -0.1799 -0.0629 -6.8207
H -0.0913 -2.6983 -5.5626
H -1.4729 -1.5881 -5.5250
H -0.5009 -1.7879 -3.1137
N -1.3411 -2.0019 -1.3432
N -1.9873 -0.7720 -0.9683
H -1.9914 -2.7733 -1.2071
H -0.5702 -2.1524 -0.6968
H -2.4054 -0.8215 -0.0377
H -2.7528 -0.6059 -1.6167
*
```

As for the energy relative to the best compared isomer or geometry (same formula, charge and spin): 1.695 eV. The highest occupied orbital energy comes out at -0.5027 Eh. The maximum force comes out at 0.4 eV/A. For the LUMO energy, the calculation gives -8.6 eV. The calculation puts the frontier orbital gap at 5.09 eV.

=====

Formula: C7H6N4S
Source: OMol25
Level of theory: ωB97M-V with the def2-TZVPD basis set

The geometry in ORCA input format:
```
! RIJCOSX wB97M-V def2-TZVPD def2/J DEFGRID3
* xyz 0 1
C -0.4695 -2.5777 -1.1208
C 0.2732 1.5340 1.4171
C -0.1955 -0.6022 0.3225
C -0.9990 -0.3332 -2.0270
C -0.6815 -1.1785 -1.0378
C -0.6792 0.8771 0.5282
C -0.8509 1.5465 -0.8276
N -0.2334 -3.7030 -1.2607
N 1.0773 2.0765 2.0107
N -0.9884 0.9812 -1.9667
N 1.2389 -0.7384 0.4297
S -0.5905 3.2603 -0.9216
H -0.5997 -1.3231 1.1316
H -1.2598 -0.8061 -2.9608
H -1.6517 0.5996 1.0708
H 1.7755 -1.5396 -0.0623
H 1.7291 0.1845 0.1294
H -1.3362 3.8073 0.1571
*
```

As for the energy relative to the best compared isomer or geometry (same formula, charge and spin): 3.069 eV. The highest occupied orbital energy comes out at -0.3455 Eh. The maximum force comes out at 4.5 eV/A. For the LUMO energy, the calculation gives -1.2 eV. The calculation puts the frontier orbital gap at 8.16 eV.

=====

Formula: C3HN2O3
Source: OMol25
Level of theory: ωB97M-V with the def2-TZVPD basis set

The geometry in ORCA input format:
```
! RIJCOSX wB97M-V def2-TZVPD def2/J DEFGRID3
* xyz -1 1
C 1.1359 0.2104 0.1257
C 0.9577 -1.2160 -0.2927
C -1.1784 0.2387 -0.2936
N -0.1036 0.8363 0.1963
N -0.3739 -1.4021 -0.7879
O 2.1061 0.8646 0.3631
O -2.3595 0.4885 -0.4269
O -0.0753 -1.8401 0.4961
H -0.1090 1.8196 0.6199
*
```

As for the energy relative to the best compared isomer or geometry (same formula, charge and spin): 5.583 eV. The highest occupied orbital energy comes out at -0.1007 Eh. The maximum force comes out at 4.2 eV/A. For the LUMO energy, the calculation gives 3.9 eV. The calculation puts the frontier orbital gap at 6.61 eV.

=====

Formula: C54H56N14O2P2Pb
Source: OMol25
Level of theory: ωB97M-V with the def2-TZVPD basis set

The geometry in ORCA input format:
```
! RIJCOSX wB97M-V def2-TZVPD def2/J DEFGRID3
* xyz 0 1
Pb -0.9566 -0.3113 0.1127
C -4.3079 -3.8206 -0.6010
C -5.3381 -2.9868 -0.1713
C -5.2928 -1.6519 -0.4983
C -4.2109 -1.1761 -1.2501
N -3.1826 -1.9500 -1.5941
C -3.2513 -3.2497 -1.2809
N -4.2903 0.1196 -1.7410
C -3.3184 0.8623 -2.0855
N -1.9430 0.7601 -1.8630
C -1.3380 1.8161 -2.5113
N -0.1008 2.0789 -2.7484
C 1.0100 1.3811 -2.3137
C 2.1583 1.5010 -3.1125
C 3.3410 0.9311 -2.7077
C 3.3924 0.2746 -1.4792
C 2.2265 0.1810 -0.7555
N 1.0523 0.6869 -1.1700
C -2.3752 2.7233 -3.0701
C -2.2733 3.9280 -3.7395
C -3.4563 4.5210 -4.1663
C -4.6905 3.9076 -3.9387
C -4.7736 2.6919 -3.2673
C -3.5906 2.1282 -2.8294
H -4.3219 -4.8826 -0.4054
H -6.1739 -3.3865 0.3900
H -6.0825 -0.9632 -0.2288
H -2.4037 -3.8518 -1.5905
H 2.0659 2.0572 -4.0341
H 4.2264 1.0087 -3.3272
H 4.3042 -0.1635 -1.0986
H 2.2012 -0.3322 0.2011
H -1.3073 4.3810 -3.9231
H -3.4225 5.4679 -4.6905
H -5.5941 4.3850 -4.2971
H -5.7189 2.1957 -3.0879
C 0.3454 -2.2660 -2.3229
P 0.3490 -3.7799 -1.2695
C 1.3940 -3.1743 0.1556
N 2.5791 -2.6887 -0.1027
C 3.3659 -2.2952 0.9322
C 4.6542 -1.7660 0.6761
C 5.4539 -1.4015 1.7198
C 5.0050 -1.5476 3.0579
C 3.7622 -2.0443 3.3227
C 2.9148 -2.4220 2.2534
N 1.6587 -2.8657 2.5121
C 0.8884 -3.2137 1.5148
P -0.9430 -3.4601 1.8806
C -1.0775 -2.4186 3.3923
C -0.9601 -5.1870 2.6410
C -2.4241 -5.5003 2.9685
C -0.1128 -5.3280 3.9034
C -0.4640 -6.1659 1.5761
C 1.5327 -4.8972 -2.2323
C 0.6587 -5.5433 -3.3137
C 2.7217 -4.2037 -2.9020
C 2.0407 -5.9935 -1.2942
H 1.2796 -1.7100 -2.2308
H -0.4986 -1.6250 -2.0524
H 0.1962 -2.5636 -3.3603
H 4.9781 -1.6764 -0.3540
H 6.4409 -0.9989 1.5313
H 5.6590 -1.2606 3.8713
H 3.3877 -2.1510 4.3330
H -0.1910 -2.4954 4.0162
H -1.9612 -2.7437 3.9426
H -1.2094 -1.3725 3.1192
H -2.8361 -4.8080 3.7055
H -2.4976 -6.5100 3.3835
H -3.0480 -5.4488 2.0769
H -0.5582 -4.8004 4.7484
H 0.8993 -4.9467 3.7629
H -0.0451 -6.3873 4.1727
H -0.9420 -5.9844 0.6087
H -0.6845 -7.1945 1.8791
H 0.6162 -6.0814 1.4410
H 0.2651 -4.8085 -4.0188
H -0.1884 -6.0766 -2.8763
H 1.2555 -6.2609 -3.8852
H 2.4001 -3.5438 -3.7102
H 3.3739 -4.9660 -3.3410
H 3.3045 -3.6167 -2.1957
H 1.2224 -6.6109 -0.9189
H 2.5796 -5.5778 -0.4383
H 2.7340 -6.6449 -1.8345
C 3.7507 5.7130 -3.8025
O 3.0077 6.6712 -3.0715
C 2.8313 6.4479 -1.7421
C 3.2078 5.2827 -1.0820
C 2.9951 5.1597 0.2879
C 2.4395 6.2055 1.0096
C 2.0778 7.3714 0.3372
C 2.2418 7.4871 -1.0259
N 2.3971 6.2863 2.4458
N 2.1809 5.3158 3.1819
C 1.7512 4.0291 2.7271
C 2.2993 2.9636 3.4090
C 1.9691 1.6350 3.1450
C 0.9801 1.3001 2.2193
O 0.6302 0.0925 1.9616
C 0.2974 2.4246 1.5911
N -0.7834 2.1130 0.8310
C -1.4799 3.0691 0.2628
C -1.1655 4.4264 0.4176
C -0.0936 4.7699 1.1924
C 0.6937 3.7680 1.8114
H 3.8812 6.1248 -4.7991
H 3.2162 4.7638 -3.8716
H 4.7315 5.5435 -3.3515
H 3.6618 4.4607 -1.6157
H 3.2945 4.2482 0.7896
H 1.6750 8.1962 0.9135
H 1.9565 8.3883 -1.5533
H 3.0324 3.1965 4.1733
H 2.4474 0.8256 3.6828
H -2.3339 2.7585 -0.3349
H -1.7674 5.1788 -0.0751
H 0.1518 5.8112 1.3336
N -4.1012 3.3113 2.7470
C -5.0353 2.3950 3.0534
N -6.1172 2.7978 3.7406
N -4.9554 1.1259 2.7347
C -3.9462 0.7073 2.0144
N -3.0775 0.2575 1.3947
H -4.1736 4.2658 3.0488
H -3.2354 3.0128 2.3258
H -6.2519 3.7505 4.0199
H -6.8200 2.1130 3.9520
*
```

As for the energy relative to the best compared isomer or geometry (same formula, charge and spin): 0.000 eV. The highest occupied orbital energy comes out at -0.2533 Eh. The maximum force comes out at 0.7 eV/A. For the LUMO energy, the calculation gives -0.3 eV. The calculation puts the frontier orbital gap at 6.62 eV.

=====

Formula: C33H54Br2Cl54N2PS
Source: OMol25
Level of theory: ωB97M-V with the def2-TZVPD basis set

The geometry in ORCA input format:
```
! RIJCOSX wB97M-V def2-TZVPD def2/J DEFGRID3
* xyz -1 1
C 4.4166 -0.0984 0.7036
C 2.9222 -0.3513 0.4088
C 2.6665 -1.1434 -0.8673
C 1.2140 -1.0639 -1.3583
C 0.8343 0.3313 -1.9121
C -0.6298 0.7298 -1.6105
P -1.0478 2.1810 -0.4341
S -0.4496 0.8625 1.3429
Br -1.8650 3.4952 -2.3682
N 0.5816 2.9262 -0.4890
C 1.1610 3.6519 -1.5915
C 2.6946 3.8372 -1.3554
N -2.7795 1.6410 -0.2397
C -3.4051 0.6786 -1.1356
C -4.9462 0.6934 -0.9558
C -5.4971 -0.7364 -0.8218
C -5.1009 -1.3700 0.5143
C -1.5051 3.5753 0.9251
Br -1.8160 5.3833 0.1369
C -0.4848 3.7958 2.0546
C -1.0040 3.3831 3.4538
H 4.5138 0.8080 1.3101
H 4.8914 -0.9277 1.2314
H 4.9358 0.1111 -0.2382
H 2.4435 0.6309 0.3587
H 2.4549 -0.8482 1.2670
H 2.8219 -2.2042 -0.6258
H 3.3763 -0.8760 -1.6596
H 0.5784 -1.3230 -0.5035
H 1.1257 -1.8144 -2.1504
H 1.6239 1.0218 -1.6105
H 0.9238 0.2340 -2.9988
H -1.0292 -0.1538 -1.1096
H -1.1311 0.8682 -2.5683
H -1.3503 -0.1115 1.1912
H 1.2710 2.4310 0.0599
H 0.7676 4.6682 -1.6659
H 1.0846 3.1429 -2.5632
H 3.2851 3.1728 -1.9929
H 2.9662 3.7276 -0.3017
H 2.9532 4.8660 -1.6390
H -3.3291 2.4924 -0.3636
H -3.0851 -0.3409 -0.8974
H -3.2128 0.8264 -2.2080
H -5.4234 1.2459 -1.7621
H -5.1409 1.2002 -0.0017
H -6.5892 -0.7352 -0.9014
H -5.0467 -1.3190 -1.6357
H -4.0286 -1.5842 0.5500
H -5.6046 -2.3399 0.6345
H -5.3442 -0.7277 1.3650
H -2.4630 3.3543 1.3918
H -0.2943 4.8677 2.1258
H 0.4866 3.3263 1.9120
H -2.0856 3.2307 3.4728
H -0.5383 2.4374 3.7419
H -0.6989 4.1062 4.2179
C 5.1963 -3.8901 -3.0448
Cl 4.3234 -2.9254 -4.2346
Cl 6.0830 -2.8587 -1.9195
Cl 4.0832 -4.9499 -2.1847
H 5.9110 -4.5078 -3.5725
C -6.9707 -0.4728 5.1244
Cl -6.6970 -0.9271 6.8078
Cl -5.8009 0.7300 4.5794
Cl -6.9378 -1.8950 4.0854
H -7.9545 -0.0274 5.0570
C 2.8703 -4.5643 2.0369
Cl 3.9526 -3.6376 1.0069
Cl 3.2461 -4.3035 3.7401
Cl 1.1889 -4.1327 1.7112
H 2.9998 -5.6141 1.8071
C 4.8098 1.8937 -4.8918
Cl 5.1658 3.6158 -4.9821
Cl 5.0897 1.2826 -3.2613
Cl 3.1558 1.5709 -5.4071
H 5.4839 1.3784 -5.5638
C 3.4351 -0.5962 6.1614
Cl 4.4180 -1.8573 6.9178
Cl 4.3990 0.8701 5.9212
Cl 2.7407 -1.1461 4.6515
H 2.6252 -0.3533 6.8384
C -8.6102 0.1906 -3.7427
Cl -10.0101 -0.7664 -3.2395
Cl -8.1719 1.3621 -2.5049
Cl -7.2438 -0.8585 -4.1166
H -8.8779 0.7260 -4.6442
C -1.0443 -2.9224 -4.7162
Cl -0.4211 -3.4232 -3.1545
Cl -0.2142 -1.4971 -5.3228
Cl -0.8933 -4.2550 -5.8820
H -2.0953 -2.6885 -4.6056
C -2.1730 0.4726 5.7614
Cl -0.8211 -0.1901 4.8532
Cl -2.7520 -0.6707 6.9842
Cl -1.6946 1.9910 6.5171
H -2.9861 0.6653 5.0733
C -12.5147 -4.2727 -3.9812
Cl -10.9470 -5.0609 -4.1417
Cl -12.3944 -2.8388 -2.9639
Cl -13.1795 -3.8660 -5.5649
H -13.1931 -4.9668 -3.5029
C -1.8578 -7.6211 -4.8632
Cl -1.1181 -8.7962 -5.9687
Cl -3.5687 -7.9749 -4.6311
Cl -1.0034 -7.5844 -3.3267
H -1.7711 -6.6487 -5.3211
C 1.1223 -7.5919 -8.7446
Cl -0.2231 -6.5444 -9.1962
Cl 2.2145 -7.8076 -10.1172
Cl 1.9831 -6.9334 -7.3599
H 0.7260 -8.5616 -8.4721
C 3.4981 7.2651 -4.9063
Cl 4.9991 6.8285 -5.7407
Cl 2.9916 6.0123 -3.7845
Cl 3.6897 8.8142 -4.0745
H 2.7277 7.3845 -5.6573
C 1.0044 4.4562 8.3206
Cl 1.6341 3.0296 7.4981
Cl -0.7592 4.4994 8.2777
Cl 1.6035 4.5427 9.9776
H 1.3702 5.3292 7.7938
C 6.6994 0.6352 8.8949
Cl 8.1053 -0.0356 8.0693
Cl 6.1861 -0.4147 10.2165
Cl 7.0313 2.2671 9.4782
H 5.8885 0.6921 8.1791
C -0.5134 -8.6088 0.7448
Cl -1.9358 -9.5204 0.2356
Cl -0.1427 -7.3371 -0.4164
Cl -0.7333 -7.9432 2.3609
H 0.3274 -9.2894 0.7742
C 2.5772 -4.0868 -11.4365
Cl 1.2094 -3.0582 -11.8598
Cl 3.6645 -4.2845 -12.8145
Cl 3.4412 -3.4398 -10.0439
H 2.1935 -5.0630 -11.1731
C 2.6845 8.4617 9.5002
Cl 3.6676 7.1122 10.0589
Cl 3.6864 9.8811 9.1853
Cl 1.7553 8.0245 8.0653
H 1.9823 8.7159 10.2833
C 4.8967 7.0082 5.3904
Cl 3.9901 8.0482 4.2959
Cl 5.8692 7.9665 6.5111
Cl 3.8166 5.9306 6.2718
H 5.5680 6.3989 4.7995
*
```

The highest occupied orbital energy comes out at -0.1785 Eh. The maximum force comes out at 1.5 eV/A. For the LUMO energy, the calculation gives 1.3 eV. The calculation puts the frontier orbital gap at 6.21 eV.

=====

Formula: C5H10AuO3
Source: OMol25
Level of theory: ωB97M-V with the def2-TZVPD basis set

The geometry in ORCA input format:
```
! RIJCOSX wB97M-V def2-TZVPD def2/J DEFGRID3
* xyz 1 3
O 2.7376 0.6337 0.3857
C -0.2963 3.0297 -0.0299
C -1.0554 1.9904 0.2944
O -0.6790 0.7048 -0.0242
C -1.6315 -0.3380 0.2412
C -1.0135 -1.6276 -0.2371
O 0.3022 -1.7039 0.3090
C 0.9258 -2.9775 0.1555
Au 1.1724 0.0419 0.3177
H 0.5640 2.9304 -0.6947
H -0.4883 3.9900 0.4462
H -1.9280 2.0523 0.9470
H -2.5564 -0.1350 -0.3117
H -1.8418 -0.3784 1.3187
H -0.9517 -1.6605 -1.3353
H -1.6158 -2.4755 0.1176
H 1.9536 -2.8817 0.5187
H 0.3856 -3.7239 0.7522
H 0.9277 -3.2704 -0.9030
*
```

Its expectation value of S² is 2.0144. As for the energy relative to the best compared isomer or geometry (same formula, charge and spin): 0.000 eV. The highest occupied orbital energy (alpha / beta) comes out at -0.4902 / -0.5052 Eh. The maximum force comes out at 8.7 eV/A. For the LUMO energy (alpha / beta), the calculation gives -2.8 / -5.9 eV. The calculation puts the frontier orbital gap (alpha / beta) at 10.56 / 7.88 eV.